C4H11NO2 | ωB97M-V with the def2-TZVPD basis set

```
! RIJCOSX wB97M-V def2-TZVPD def2/J DEFGRID3
* xyz 0 1
C 0.84 -1.87 -0.35
C 1.38 -0.46 -0.01
C 1.18 1.94 -0.05
C -2.89 -0.21 0.74
H -0.19 -1.98 -0.84
H 0.89 -2.35 0.64
H 1.56 -2.56 -0.88
H -0.32 0.42 -0.75
H 1.86 2.06 0.81
H 1.75 2.05 -0.91
H 0.48 2.81 -0.05
H -3.48 0.36 -1.03
H -1.96 -0.02 1.26
H -3.74 0.39 1.19
H -2.95 -1.42 0.80
N 0.51 0.65 -0.19
O 2.53 -0.31 0.48
O -2.60 0.22 -0.58
*
```

Summary:
SMILES: CNC(C)=O.CO
ΔE to the lowest compared entry with this formula, charge and spin in kcal per mole: 41.09
Frontier orbital gap in hartree: 0.364
Calculated total energy in a.u.: -364.202684

---

C7H7NS | ωB97M-V with the def2-TZVPD basis set

```
! RIJCOSX wB97M-V def2-TZVPD def2/J DEFGRID3
* xyz 0 1
C -0.87 -1.81 -0.18
C -0.90 1.40 -0.21
C -0.37 0.76 -1.22
C -0.57 1.33 1.18
C 0.65 -0.25 -1.23
C 0.64 1.34 1.68
C 0.37 -1.45 -0.75
N -1.93 -2.13 0.16
S 1.70 -2.67 -0.76
H -1.73 2.05 -0.37
H -0.67 1.02 -2.24
H -1.36 1.60 1.87
H 1.59 -0.06 -1.58
H 0.88 1.58 2.77
H 1.43 1.18 1.09
H 1.14 -3.88 -0.23
*
```

Summary:
SMILES: C=C/C=C\C=C(\S)C#N
ΔE to the lowest compared entry with this formula, charge and spin in kcal per mole: 40.03
Frontier orbital gap in hartree: 0.336
Calculated total energy in a.u.: -723.769078

---

C40H36BrIN4O9S4Ta | ωB97M-V with the def2-TZVPD basis set

```
! RIJCOSX wB97M-V def2-TZVPD def2/J DEFGRID3
* xyz 1 1
Ta 0.58 -0.06 -0.07
O 3.88 0.89 2.02
S 3.07 -0.17 1.52
O 1.88 -0.55 2.25
O 2.58 0.09 0.04
C 3.94 -1.66 1.24
C 5.31 -1.62 1.15
C 6.01 -2.77 0.78
C 5.31 -3.92 0.49
C 3.92 -3.96 0.55
C 3.21 -2.83 0.92
S 1.43 -3.16 1.08
O 1.13 -3.31 2.46
O 1.16 -4.24 0.18
O 0.63 -1.94 0.52
H 5.83 -0.69 1.37
H 7.09 -2.75 0.72
H 5.85 -4.81 0.19
H 3.39 -4.86 0.31
C 2.80 5.36 -1.49
C 2.30 4.71 -2.77
N 2.26 3.24 -2.66
C 3.49 2.54 -3.05
C 3.52 2.19 -4.53
C 1.17 2.64 -2.21
S 1.10 0.88 -2.40
N 0.16 3.39 -1.80
C -0.90 2.80 -1.23
O -0.91 1.66 -0.70
C -2.16 3.59 -1.19
C -3.27 3.08 -0.53
C -4.47 3.79 -0.53
C -4.55 5.01 -1.19
C -3.44 5.53 -1.84
C -2.24 4.82 -1.84
H 2.91 6.43 -1.64
H 3.76 4.95 -1.19
H 2.09 5.19 -0.68
H 2.94 4.94 -3.61
H 1.29 5.05 -3.00
H 3.59 1.64 -2.45
H 4.31 3.21 -2.80
H 2.65 1.60 -4.81
H 4.41 1.61 -4.76
H 3.53 3.09 -5.15
H -3.20 2.14 0.00
H -5.33 3.39 -0.01
H -5.48 5.56 -1.20
H -3.50 6.48 -2.35
H -1.37 5.21 -2.34
C 0.38 -0.57 7.73
C 0.19 -0.13 6.31
C -0.26 -1.03 5.34
C -0.46 -0.64 4.03
C -0.21 0.68 3.70
C 0.24 1.61 4.63
C 0.43 1.19 5.93
S -0.54 1.26 2.10
O 0.72 1.54 1.24
O -1.42 2.37 2.21
N -1.04 0.01 1.21
C -2.39 -0.21 0.85
C -3.47 -0.02 1.66
C -4.76 -0.29 1.15
C -4.93 -0.71 -0.13
C -3.81 -0.90 -0.98
C -3.90 -1.29 -2.34
C -2.76 -1.42 -3.07
C -1.51 -1.17 -2.47
N -1.38 -0.81 -1.21
C -2.53 -0.66 -0.47
H -0.58 -0.79 8.19
H 0.87 0.20 8.32
H 0.97 -1.48 7.77
H -0.43 -2.07 5.62
H -0.78 -1.36 3.29
H 0.42 2.64 4.34
H 0.77 1.91 6.67
H -3.34 0.34 2.68
H -5.61 -0.16 1.80
H -5.92 -0.90 -0.53
H -4.87 -1.47 -2.78
H -2.79 -1.71 -4.11
H -0.61 -1.27 -3.05
Br 4.42 -3.41 -4.29
C 2.83 -4.37 -3.89
C 2.71 -5.65 -4.43
C 1.59 -6.41 -4.17
C 0.57 -5.91 -3.37
C 0.68 -4.64 -2.83
C 1.81 -3.87 -3.09
I 1.95 -1.96 -2.30
H 3.50 -6.03 -5.06
H 1.52 -7.41 -4.58
H -0.30 -6.51 -3.15
H -0.09 -4.26 -2.18
*
```

Summary:
ΔE to the lowest compared entry with this formula, charge and spin in kcal per mole: 17.39
Frontier orbital gap in hartree: 0.273
Calculated total energy in a.u.: -6963.495613

---

C43H37AuN4O4P2S | ωB97M-V with the def2-TZVPD basis set

```
! RIJCOSX wB97M-V def2-TZVPD def2/J DEFGRID3
* xyz 2 1
Au 1.55 0.51 -0.44
C 1.39 3.56 1.34
P 0.94 1.81 1.44
C 1.82 1.16 2.87
C 3.02 1.73 3.30
C 3.70 1.18 4.37
C 3.20 0.06 5.01
C 2.00 -0.52 4.59
C 1.31 0.03 3.53
C -0.81 1.59 1.77
C -1.70 1.19 0.79
C -3.05 1.04 1.09
C -3.50 1.27 2.38
C -2.61 1.68 3.37
C -1.27 1.84 3.07
P 0.72 4.68 -0.01
C 1.08 6.28 0.80
C 2.26 6.52 1.50
C 2.54 7.78 1.99
C 1.65 8.83 1.78
C 0.48 8.60 1.07
C 0.20 7.33 0.57
C -1.09 4.55 0.17
C -1.81 4.26 -0.99
C -3.20 4.21 -0.96
C -3.87 4.44 0.23
C -3.15 4.73 1.39
C -1.77 4.79 1.36
H 2.48 3.59 1.23
H 1.14 3.94 2.33
H 3.43 2.60 2.81
H 4.62 1.63 4.71
H 3.73 -0.37 5.85
H 1.61 -1.40 5.09
H 0.38 -0.41 3.21
H -1.37 1.02 -0.23
H -3.74 0.74 0.32
H -4.54 1.14 2.62
H -2.96 1.87 4.37
H -0.58 2.15 3.85
H 2.99 5.73 1.66
H 3.46 7.96 2.54
H 1.87 9.81 2.16
H -0.21 9.41 0.89
H -0.72 7.17 0.02
H -1.28 4.11 -1.92
H -3.75 4.00 -1.87
H -4.95 4.42 0.25
H -3.68 4.93 2.31
H -1.22 5.06 2.25
N 4.45 -4.88 2.99
C 3.31 -4.24 3.24
S 2.33 -4.48 4.53
C 2.95 -3.15 2.29
C 1.72 -3.16 1.63
C 1.37 -2.09 0.85
N 2.17 -1.02 0.74
C 3.37 -1.00 1.34
C 3.80 -2.07 2.10
H 4.74 -5.63 3.61
H 4.94 -4.79 2.12
H 1.04 -4.00 1.75
H 0.44 -2.07 0.29
H 3.98 -0.12 1.21
H 4.77 -2.02 2.58
O 2.78 -2.70 -2.45
C 2.94 -1.56 -2.12
O 1.91 -0.71 -2.02
C 4.31 -1.01 -1.82
C 5.40 -1.89 -1.76
C 6.66 -1.43 -1.40
C 6.86 -0.10 -1.04
C 5.77 0.74 -1.10
C 4.53 0.32 -1.53
N 5.88 2.14 -0.64
O 4.83 2.76 -0.46
O 6.98 2.58 -0.42
H 5.23 -2.93 -2.01
H 7.49 -2.12 -1.38
H 7.82 0.26 -0.72
H 3.76 1.07 -1.63
C 0.54 3.21 -4.23
C 1.62 3.53 -3.44
C 1.83 2.82 -2.27
N 1.01 1.84 -1.90
C -0.05 1.51 -2.67
C -0.32 2.18 -3.83
H 0.35 3.74 -5.15
H 2.31 4.31 -3.71
H 2.67 3.04 -1.62
H -0.64 0.66 -2.35
H -1.17 1.89 -4.43
*
```

Summary:
ΔE to the lowest compared entry with this formula, charge and spin in kcal per mole: 0.00
Frontier orbital gap in hartree: 0.224
Calculated total energy in a.u.: -3396.799979